DFT (the ωB97M-V functional and the def2-TZVPD basis) results for C15H19FeN2O5S3Se as an isolated structure.

Geometry as XYZ:
```
46
Properties=species:S:1:pos:R:3:lowdin_charge:R:1
Fe -0.344 -0.896 -0.582 0.169
C -1.684 -0.865 2.523 -0.478
C -1.794 0.604 2.926 -0.516
S -0.851 1.842 1.988 0.900
C -2.129 2.722 1.055 -0.537
C -1.856 2.714 -0.446 -0.523
S -1.693 1.115 -1.272 0.940
C -3.302 0.345 -0.967 -0.480
C -3.502 -0.361 0.376 -0.441
S -2.111 -1.432 0.855 0.987
H -2.296 -1.437 3.225 0.074
H -0.650 -1.197 2.618 0.064
H -1.423 0.667 3.952 0.066
H -2.833 0.934 2.971 0.060
H -2.163 3.758 1.399 0.065
H -3.102 2.283 1.271 0.056
H -0.909 3.216 -0.656 0.072
H -2.640 3.281 -0.957 0.072
H -3.362 -0.392 -1.764 0.059
H -4.084 1.095 -1.114 0.084
H -4.386 -0.994 0.297 0.081
H -3.676 0.347 1.182 0.042
O 0.821 -0.499 0.936 -0.189
C 2.060 -0.165 0.975 -0.347
C 2.655 0.122 2.236 -0.027
C 3.966 0.510 2.362 -0.118
C 4.784 0.643 1.234 -0.134
C 4.238 0.365 -0.002 -0.071
C 2.911 -0.045 -0.163 -0.073
C 2.398 -0.347 -1.494 -0.239
N 1.134 -0.516 -1.836 0.038
C 1.103 -0.774 -3.191 -0.103
C 2.366 -0.746 -3.677 -0.076
N 3.179 -0.479 -2.596 0.101
H 2.018 0.023 3.107 0.103
H 4.368 0.720 3.348 0.091
H 5.814 0.962 1.324 0.082
H 4.866 0.491 -0.879 0.093
H 0.174 -1.002 -3.680 0.097
H 2.759 -0.921 -4.662 0.102
H 4.181 -0.472 -2.596 0.136
O -2.259 -4.002 -1.379 -0.499
Se -1.018 -3.141 -1.961 0.784
O -0.406 -3.690 -3.353 -0.484
O 0.161 -2.863 -0.795 -0.492
O -1.486 -1.521 -2.140 -0.590
```

## Properties
gap between HOMO and LUMO (alpha / beta)	6.53 / 6.55	eV
HOMO energy (alpha / beta)	-4.2 / -4.2	eV
multiplicity	1
total charge	-1


DFT (the ωB97M-V functional and the def2-TZVPD basis) results for a 2-piece molecular cluster, C15H19N2O4PS overall in a non-equilibrium geometry.

Geometry as XYZ:
```
42
Properties=species:S:1:pos:R:3:lowdin_charge:R:1
N 4.022 3.068 2.318 -0.315
P 3.156 2.689 1.060 0.738
C 2.269 1.130 1.423 -0.261
C 2.844 0.139 2.085 0.024
C 2.020 -1.095 2.359 -0.367
O 2.466 -2.212 2.241 0.123
C 0.580 -0.798 2.732 -0.449
S -0.261 -1.723 4.001 0.843
C -0.001 0.194 2.057 -0.115
C -1.384 0.671 2.205 -0.199
C -2.271 0.687 1.147 0.004
C -3.524 1.180 1.387 -0.148
N -4.007 1.623 2.529 0.078
C -3.147 1.608 3.541 -0.132
C -1.869 1.163 3.384 -0.052
C 0.837 0.920 1.015 -0.306
O 0.387 1.267 -0.054 0.101
H 3.724 3.963 2.687 -0.047
H 2.173 3.675 0.823 0.017
H 3.921 2.499 -0.111 0.007
H 3.874 0.226 2.414 0.126
H 0.144 -1.044 5.095 -0.108
H -1.981 0.326 0.174 0.119
H -4.200 1.212 0.537 0.112
H -3.493 1.990 4.491 0.110
H -1.204 1.202 4.239 0.113
C 0.848 -2.920 -2.744 -0.111
O 0.432 -2.660 -4.074 -0.190
C -0.979 -2.577 -4.210 -0.206
C -1.454 -1.140 -4.259 -0.207
O -1.222 -0.470 -3.030 -0.194
C -0.069 0.358 -3.054 -0.101
H 1.912 -2.696 -2.677 0.089
H 0.313 -2.300 -2.021 0.080
H 0.697 -3.977 -2.501 0.089
H -1.478 -3.122 -3.403 0.126
H -1.239 -3.064 -5.155 0.125
H -2.536 -1.135 -4.429 0.124
H -0.982 -0.605 -5.087 0.126
H -0.284 1.287 -3.594 0.093
H 0.784 -0.143 -3.517 0.088
H 0.181 0.602 -2.024 0.051
```

## Properties
gap between HOMO and LUMO	7.54	eV
HOMO energy	-9.2	eV
structure (SMILES)	N=[PH2]C1=CC(=O)C(S)=C(c2ccncc2)C1=O.COCCOC
multiplicity	1
total charge	0


DFT (the ωB97M-V functional and the def2-TZVPD basis) results for C15H19N2O6S4W as an isolated structure.

Geometry as XYZ:
```
47
Properties=species:S:1:pos:R:3:lowdin_charge:R:1
W -0.895 -0.642 0.961 1.138
C -2.328 -3.780 1.145 -0.424
C -2.997 -3.227 -0.097 -0.422
S -2.123 -1.823 -0.863 0.928
C -0.830 -2.499 -1.964 -0.410
C 0.410 -2.994 -1.248 -0.412
S 1.057 -1.645 -0.207 0.915
C 2.007 -2.513 1.078 -0.422
C 2.223 -1.561 2.238 -0.420
S 0.704 -0.774 2.874 0.927
C -0.045 -1.924 4.077 -0.414
C -0.804 -3.076 3.452 -0.413
S -2.047 -2.403 2.299 0.917
H -1.371 -4.257 0.942 0.085
H -2.985 -4.499 1.637 0.124
H -3.987 -2.823 0.122 0.107
H -3.128 -3.993 -0.863 0.123
H -0.614 -1.673 -2.646 0.111
H -1.302 -3.289 -2.551 0.122
H 1.190 -3.251 -1.967 0.122
H 0.218 -3.858 -0.613 0.089
H 2.966 -2.794 0.640 0.123
H 1.465 -3.415 1.357 0.086
H 2.860 -0.719 1.962 0.109
H 2.698 -2.062 3.084 0.122
H -0.684 -1.285 4.691 0.111
H 0.768 -2.277 4.714 0.121
H -1.345 -3.635 4.217 0.122
H -0.160 -3.761 2.904 0.089
O -1.646 0.979 1.921 -0.141
C -2.029 1.466 0.752 -0.446
O -1.272 0.952 -0.213 -0.160
C -3.172 2.258 0.529 -0.108
C -3.660 2.388 -0.785 0.117
C -4.789 3.140 -0.975 -0.072
C -5.421 3.812 0.061 0.172
C -4.906 3.666 1.342 -0.068
C -3.802 2.899 1.615 0.127
N -5.575 4.353 2.466 -0.339
O -6.483 5.094 2.185 0.157
O -5.154 4.107 3.576 0.122
N -5.337 3.226 -2.342 -0.340
O -6.128 4.107 -2.560 0.164
O -4.924 2.405 -3.138 0.109
H -3.191 1.913 -1.635 0.144
H -6.290 4.435 -0.119 0.160
H -3.448 2.821 2.634 0.150
```

## Properties
gap between HOMO and LUMO (alpha / beta)	6.18 / 5.42	eV
HOMO energy (alpha / beta)	-18.2 / -18.2	eV
ΔE to the lowest compared entry with this formula, charge and spin	4.2	kcal per mole
multiplicity	3
total charge	+3


DFT (the ωB97M-V functional and the def2-TZVPD basis) results for C15H19N3O2 as an isolated structure in a non-equilibrium geometry.

Geometry as XYZ:
```
39
Properties=species:S:1:pos:R:3:lowdin_charge:R:1
C 5.808 1.314 0.894 -0.026
C 4.754 1.897 0.013 -0.023
H 4.543 3.018 0.311 0.156
H 4.890 1.861 -1.079 0.119
O 3.413 1.013 0.082 0.083
C 3.182 -0.031 -0.443 -0.921
O 3.941 -0.455 -1.157 0.175
N 2.079 -0.573 -0.295 -0.004
C 1.081 -0.045 0.677 -0.133
H 1.712 0.335 1.598 0.161
C 0.184 -1.007 1.272 -0.128
H -0.514 -0.747 1.948 0.074
H 0.886 -2.186 1.551 0.225
C -0.583 -1.662 0.120 -0.284
C -1.852 -0.943 -0.178 -0.325
N -1.974 0.210 -0.489 0.179
C -3.166 0.503 -0.421 -0.271
C -3.857 1.784 -0.809 -0.043
C -5.056 2.097 -0.667 -0.059
C -5.912 1.058 0.198 0.084
C -5.335 -0.166 0.414 -0.044
C -4.061 -0.225 0.376 -0.170
N -3.048 -1.210 0.535 0.132
H -3.294 -2.140 1.129 0.213
H -5.849 -0.749 0.792 0.006
H -6.847 1.197 0.272 0.022
H -5.660 2.705 -0.916 -0.011
H -3.224 2.755 -1.450 0.181
H -0.974 -2.817 0.423 0.186
C 0.244 -1.739 -1.152 -0.154
C 1.716 -1.645 -0.993 -0.217
H 1.928 -2.700 -0.525 0.157
H 2.311 -1.706 -1.851 0.116
H -0.042 -0.892 -1.757 0.109
H -0.107 -2.591 -1.873 0.161
H 0.554 0.904 0.339 0.153
H 5.539 1.288 1.697 -0.059
H 5.958 0.324 0.727 0.075
H 6.628 1.965 0.685 0.108
```

## Properties
gap between HOMO and LUMO	8.76	eV
HOMO energy	-8.1	eV
ΔE to the lowest compared entry with this formula, charge and spin	365.3	kcal per mole
multiplicity	1
total charge	0


DFT (the ωB97M-V functional and the def2-TZVPD basis) results for C15H19N4O3RuS4Sb as an isolated structure in a non-equilibrium geometry.

Geometry as XYZ:
```
47
Properties=species:S:1:pos:R:3:lowdin_charge:R:1
Ru 2.363 -0.818 0.411 0.490
S 5.297 1.226 2.605 -0.130
Sb 5.176 -1.075 2.145 0.454
S 2.788 -1.285 2.554 0.020
S 4.466 -0.986 -0.203 0.041
N 0.742 -2.224 -2.459 0.147
C 0.415 -2.533 -1.208 -0.697
S 1.732 -2.950 -0.091 0.649
N -0.858 -2.540 -0.887 0.108
C -1.537 -2.829 0.355 -0.234
C -1.123 -3.799 1.246 -0.041
C -1.870 -3.997 2.401 -0.052
C -3.018 -3.253 2.643 -0.060
C -3.435 -2.307 1.717 -0.056
C -2.690 -2.094 0.571 -0.027
H 1.712 -2.270 -2.725 0.113
H 0.054 -2.085 -3.182 0.130
H -1.485 -2.184 -1.598 0.154
H -0.254 -4.411 1.053 0.084
H -1.553 -4.752 3.108 0.115
H -3.596 -3.423 3.542 0.114
H -4.336 -1.732 1.883 0.115
H -3.005 -1.355 -0.156 0.113
C -1.568 1.151 -2.262 -0.063
C -1.558 1.828 -0.894 -0.158
C -0.165 2.229 -0.383 -0.315
C -0.301 2.949 0.976 -0.152
C 1.022 3.338 1.624 -0.056
C 0.475 3.184 -1.381 -0.403
O -0.081 4.202 -1.710 0.138
N 1.722 2.864 -1.892 0.227
C 2.465 1.717 -1.643 -0.511
O 3.542 1.538 -2.138 0.096
N 1.847 0.776 -0.801 0.029
C 0.670 1.001 -0.193 -0.456
O 0.331 0.071 0.585 -0.076
H -2.559 0.754 -2.495 0.082
H -0.846 0.324 -2.307 0.054
H -1.308 1.848 -3.061 0.088
H -1.988 1.177 -0.134 0.113
H -2.151 2.742 -0.925 0.132
H -0.865 2.286 1.633 0.127
H -0.907 3.835 0.787 0.131
H 1.655 2.467 1.823 0.070
H 0.849 3.824 2.583 0.087
H 1.589 4.038 1.004 0.088
H 2.144 3.534 -2.520 0.176
```

## Properties
gap between HOMO and LUMO (alpha / beta)	4.88 / 4.68	eV
HOMO energy (alpha / beta)	-11.3 / -11.0	eV
ΔE to the lowest compared entry with this formula, charge and spin	17.7	kcal per mole
multiplicity	2
total charge	+1


- What is the total charge in the first record?
  -1


- Among the records above, which one has the highest multiplicity?
  C15H19N2O6S4W


- What is the formula in the fourth record?
  C15H19N3O2